[1]
Molecular formula: C78H65N13O26
Method: DFT, wB97M-V/def2-TZVPD

Atoms and positions in Å:
1 C 5.352 -0.425 3.144
2 C 4.705 0.501 3.960
3 C 3.376 0.424 4.113
4 C 2.701 -0.649 3.526
5 C 3.303 -1.620 2.764
6 C 4.696 -1.537 2.644
7 N 1.285 -0.753 3.796
8 O 0.824 -1.838 3.724
9 O 0.691 0.271 4.029
10 H 6.424 -0.422 3.051
11 H 5.393 1.222 4.317
12 H 2.870 1.150 4.729
13 H 2.734 -2.450 2.411
14 H 5.265 -2.312 2.134
15 C -0.835 4.467 4.559
16 C -1.397 5.508 5.315
17 C -2.159 5.137 6.462
18 C -2.229 3.776 6.767
19 C -1.652 2.768 6.005
20 C -0.975 3.117 4.873
21 N -3.029 3.408 7.946
22 O -3.235 2.236 8.160
23 O -3.508 4.322 8.635
24 H -0.239 4.709 3.662
25 H -1.261 6.527 5.005
26 H -2.661 5.854 7.083
27 H -1.835 1.772 6.355
28 H -0.378 2.408 4.326
29 C -4.760 4.793 1.195
30 C -3.949 4.136 2.125
31 C -4.451 3.767 3.317
32 C -5.687 4.242 3.638
33 C -6.540 4.855 2.740
34 C -5.996 5.216 1.534
35 N -6.269 3.847 4.939
36 O -5.495 3.448 5.762
37 O -7.452 4.056 5.139
38 H -4.392 5.073 0.201
39 H -2.957 3.821 1.833
40 H -3.770 3.383 4.070
41 H -7.453 5.312 3.074
42 H -6.613 5.789 0.858
43 C -3.833 3.836 -3.592
44 C -3.188 4.559 -4.612
45 C -1.806 4.527 -4.681
46 C -1.145 3.743 -3.752
47 C -1.801 2.989 -2.820
48 C -3.156 3.010 -2.755
49 N 0.320 3.671 -3.814
50 O 0.931 3.089 -2.931
51 O 0.817 4.173 -4.812
52 H -4.893 3.830 -3.722
53 H -3.708 5.151 -5.340
54 H -1.224 5.070 -5.426
55 H -1.266 2.403 -2.065
56 H -3.710 2.353 -2.124
57 C 1.327 -5.393 1.871
58 C 1.956 -5.152 0.681
59 C 2.546 -6.160 -0.040
60 C 2.397 -7.482 0.464
61 C 1.892 -7.715 1.736
62 C 1.369 -6.660 2.415
63 N 3.120 -8.540 -0.276
64 O 2.973 -9.630 0.254
65 O 3.745 -8.260 -1.313
66 H 0.890 -4.556 2.408
67 H 1.988 -4.158 0.276
68 H 3.043 -6.030 -0.983
69 H 1.872 -8.711 2.109
70 H 0.901 -6.815 3.380
71 C 1.696 5.477 -0.727
72 C 0.487 5.486 -0.063
73 C 0.339 6.331 0.992
74 C 1.305 7.235 1.334
75 C 2.520 7.283 0.637
76 C 2.714 6.395 -0.416
77 N 1.157 8.149 2.423
78 O 0.140 8.106 3.023
79 O 2.001 8.991 2.626
80 H 1.886 4.695 -1.449
81 H -0.293 4.820 -0.372
82 H -0.580 6.367 1.577
83 H 3.288 8.002 0.840
84 H 3.610 6.295 -1.026
85 C -4.180 -1.112 1.638
86 C -4.695 -2.378 1.512
87 C -5.497 -2.692 0.410
88 C -5.710 -1.728 -0.562
89 C -5.087 -0.522 -0.459
90 C -4.373 -0.216 0.643
91 N -6.583 -2.069 -1.709
92 O -7.095 -1.144 -2.257
93 O -6.736 -3.236 -1.935
94 H -3.525 -0.884 2.483
95 H -4.633 -3.152 2.247
96 H -6.011 -3.647 0.333
97 H -5.286 0.206 -1.209
98 H -3.894 0.753 0.670
99 C 0.322 -7.198 -3.131
100 C 1.596 -7.217 -3.670
101 C 2.318 -6.016 -3.878
102 C 1.652 -4.845 -3.596
103 C 0.336 -4.757 -3.136
104 C -0.272 -5.967 -2.852
105 N 2.377 -3.536 -3.836
106 O 1.929 -2.493 -3.337
107 O 3.328 -3.608 -4.580
108 H -0.282 -8.079 -3.003
109 H 2.059 -8.139 -3.921
110 H 3.359 -5.969 -4.166
111 H 0.000 -3.803 -2.860
112 H -1.297 -6.047 -2.505
113 C 6.567 -3.617 -4.250
114 C 6.131 -4.520 -3.303
115 C 5.501 -4.140 -2.175
116 C 5.283 -2.791 -2.054
117 C 5.785 -1.848 -2.916
118 C 6.423 -2.259 -4.086
119 N 4.565 -2.330 -0.797
120 O 4.487 -1.112 -0.673
121 O 4.181 -3.175 -0.018
122 H 6.910 -4.039 -5.155
123 H 6.192 -5.552 -3.578
124 H 5.098 -4.844 -1.426
125 H 5.645 -0.798 -2.672
126 H 6.719 -1.560 -4.856
127 C 0.361 0.923 -5.803
128 C -0.941 1.271 -6.051
129 C -1.966 0.765 -5.357
130 C -1.623 -0.120 -4.326
131 C -0.340 -0.374 -3.914
132 C 0.664 0.130 -4.719
133 N -2.698 -0.638 -3.447
134 O -3.820 -0.224 -3.646
135 O -2.450 -1.510 -2.613
136 H 1.162 1.209 -6.471
137 H -0.991 1.997 -6.837
138 H -2.990 1.006 -5.593
139 H -0.120 -0.940 -3.035
140 H 1.696 -0.051 -4.420
141 C 1.256 -0.899 -0.712
142 C 1.275 0.477 -1.011
143 C 0.444 1.379 -0.333
144 C -0.329 0.852 0.679
145 C -0.265 -0.464 1.055
146 C 0.507 -1.379 0.329
147 N -1.201 1.729 1.444
148 O -1.188 2.888 1.075
149 O -1.868 1.280 2.328
150 H 1.718 -1.576 -1.417
151 H 1.879 0.806 -1.859
152 H 0.434 2.436 -0.513
153 H -0.812 -0.819 1.894
154 H 0.515 -2.442 0.520
155 C -4.332 -5.522 -2.776
156 C -4.170 -6.574 -1.888
157 C -3.433 -6.398 -0.766
158 C -2.939 -5.106 -0.464
159 C -3.144 -4.053 -1.325
160 C -3.838 -4.319 -2.472
161 N -2.151 -4.994 0.761
162 O -1.302 -4.130 0.697
163 O -2.376 -5.695 1.735
164 H -4.904 -5.687 -3.658
165 H -4.673 -7.488 -2.158
166 H -3.231 -7.212 -0.074
167 H -2.700 -3.085 -1.120
168 H -4.102 -3.559 -3.167
169 C 6.199 3.166 0.531
170 C 6.094 4.243 1.404
171 C 4.939 4.381 2.157
172 C 3.921 3.522 1.873
173 C 3.954 2.532 0.896
174 C 5.160 2.278 0.277
175 N 2.631 3.703 2.620
176 O 2.648 4.398 3.631
177 O 1.619 3.174 2.177
178 H 7.179 3.075 0.057
179 H 6.894 4.996 1.407
180 H 4.769 5.177 2.848
181 H 3.054 1.941 0.812
182 H 5.241 1.513 -0.494

As for the HOMO energy: -9.36 eV. Its lowest unoccupied orbital energy is -1.1 eV. As for the largest force on an atom: 3.2 eV/A. The energy relative to the best compared isomer or geometry (same formula, charge and spin) is 42.58 kcal per mole. The value obtained for the total energy is -154510.588 eV.


[2]
Molecular formula: C78H73Cl12F11O3
Method: DFT, wB97M-V/def2-TZVPD

Atoms and positions in Å:
1 C 26.358 -17.254 13.549
2 Cl 27.480 -16.660 14.784
3 Cl 24.723 -17.409 14.407
4 Cl 26.164 -16.031 12.259
5 Cl 26.715 -18.814 12.848
6 C 25.588 -14.788 17.774
7 Cl 25.092 -13.683 19.133
8 Cl 26.775 -15.946 18.442
9 Cl 24.104 -15.542 17.207
10 Cl 26.400 -13.884 16.451
11 C 31.546 -16.262 16.208
12 Cl 33.187 -15.631 16.674
13 Cl 31.700 -17.630 15.035
14 Cl 30.642 -16.856 17.671
15 Cl 30.572 -14.906 15.622
16 C 28.898 -21.936 20.920
17 C 28.978 -20.410 21.052
18 O 28.874 -19.536 20.169
19 C 29.126 -19.918 22.474
20 H 29.390 -22.170 19.976
21 H 27.892 -22.342 20.818
22 H 29.345 -22.554 21.699
23 H 28.143 -19.744 22.911
24 H 29.690 -18.988 22.547
25 H 29.577 -20.760 22.997
26 C 18.769 -14.179 20.016
27 C 19.544 -13.392 18.973
28 O 20.570 -13.802 18.607
29 C 18.967 -12.108 18.476
30 H 18.077 -14.749 19.395
31 H 18.217 -13.508 20.674
32 H 19.410 -14.846 20.592
33 H 19.094 -11.335 19.233
34 H 17.940 -12.350 18.200
35 H 19.566 -11.744 17.642
36 C 22.797 -10.864 20.401
37 C 22.169 -10.035 19.248
38 O 21.317 -9.183 19.476
39 C 22.731 -10.338 17.788
40 H 22.315 -11.841 20.402
41 H 22.587 -10.300 21.309
42 H 23.857 -10.945 20.160
43 H 22.747 -11.406 17.572
44 H 23.744 -9.969 17.629
45 H 22.033 -9.810 17.139
46 F 24.347 -10.358 12.178
47 C 23.756 -11.590 12.067
48 C 22.830 -11.814 11.036
49 C 22.325 -13.101 10.907
50 C 22.727 -14.096 11.792
51 C 23.673 -13.878 12.827
52 C 24.216 -12.611 12.908
53 H 22.526 -10.974 10.430
54 H 21.492 -13.316 10.254
55 H 22.234 -15.057 11.760
56 H 24.022 -14.693 13.443
57 H 25.074 -12.459 13.545
58 F 30.407 -22.931 14.322
59 C 29.771 -22.247 15.315
60 C 29.182 -22.985 16.356
61 C 28.451 -22.280 17.348
62 C 28.335 -20.919 17.261
63 C 28.942 -20.214 16.186
64 C 29.656 -20.874 15.218
65 H 29.343 -24.040 16.521
66 H 28.047 -22.794 18.207
67 H 27.861 -20.341 18.040
68 H 28.908 -19.137 16.250
69 H 30.136 -20.379 14.386
70 F 21.598 -17.548 13.601
71 C 20.601 -17.402 14.483
72 C 20.697 -16.577 15.579
73 C 19.621 -16.402 16.486
74 C 18.492 -17.198 16.329
75 C 18.345 -17.987 15.214
76 C 19.397 -18.070 14.320
77 H 21.598 -15.981 15.575
78 H 19.588 -15.636 17.247
79 H 17.688 -17.125 17.046
80 H 17.459 -18.602 15.141
81 H 19.152 -18.617 13.422
82 F 25.855 -8.479 16.161
83 C 26.080 -8.845 17.499
84 C 26.848 -9.994 17.744
85 C 27.000 -10.400 19.069
86 C 26.361 -9.736 20.071
87 C 25.536 -8.623 19.814
88 C 25.398 -8.195 18.516
89 H 27.334 -10.453 16.897
90 H 27.598 -11.264 19.322
91 H 26.526 -10.063 21.087
92 H 25.095 -8.112 20.657
93 H 24.878 -7.268 18.325
94 F 27.943 -10.586 13.817
95 C 28.386 -11.503 12.947
96 C 28.714 -12.756 13.430
97 C 29.187 -13.700 12.518
98 C 29.262 -13.401 11.147
99 C 28.881 -12.167 10.678
100 C 28.457 -11.169 11.598
101 H 28.459 -13.047 14.438
102 H 29.457 -14.685 12.869
103 H 29.457 -14.187 10.432
104 H 29.020 -12.022 9.617
105 H 28.246 -10.177 11.227
106 F 33.456 -12.526 19.086
107 C 32.225 -12.327 18.563
108 C 32.091 -11.511 17.461
109 C 30.861 -11.397 16.935
110 C 29.781 -12.141 17.362
111 C 29.874 -12.954 18.498
112 C 31.134 -12.998 19.124
113 H 32.987 -10.993 17.152
114 H 30.737 -10.685 16.132
115 H 28.856 -12.087 16.806
116 H 29.041 -13.614 18.692
117 H 31.278 -13.588 20.017
118 F 21.057 -19.286 20.341
119 C 22.401 -19.410 20.034
120 C 23.151 -20.487 20.516
121 C 24.498 -20.511 20.236
122 C 25.061 -19.552 19.419
123 C 24.291 -18.530 18.844
124 C 22.924 -18.449 19.198
125 H 22.714 -21.193 21.207
126 H 25.108 -21.302 20.648
127 H 26.070 -19.671 19.051
128 H 24.782 -17.760 18.268
129 H 22.343 -17.648 18.765
130 F 24.931 -14.743 21.999
131 C 23.967 -14.152 22.750
132 C 24.350 -13.553 23.956
133 C 23.364 -12.900 24.698
134 C 22.086 -12.800 24.175
135 C 21.775 -13.376 22.973
136 C 22.716 -14.061 22.225
137 H 25.336 -13.620 24.392
138 H 23.523 -12.478 25.679
139 H 21.433 -12.295 24.872
140 H 20.757 -13.316 22.620
141 H 22.465 -14.672 21.370
142 F 26.968 -10.259 23.471
143 C 25.856 -9.447 23.718
144 C 26.002 -8.341 24.481
145 C 24.945 -7.532 24.782
146 C 23.679 -7.952 24.419
147 C 23.468 -9.113 23.703
148 C 24.613 -9.903 23.339
149 H 27.010 -8.106 24.788
150 H 25.053 -6.632 25.370
151 H 22.869 -7.355 24.811
152 H 22.465 -9.410 23.434
153 H 24.609 -10.824 22.774
154 F 27.035 -12.950 21.511
155 C 28.086 -13.767 21.780
156 C 29.330 -13.223 22.025
157 C 30.386 -14.091 22.321
158 C 30.220 -15.486 22.266
159 C 28.976 -16.004 22.001
160 C 27.932 -15.133 21.729
161 H 29.477 -12.163 22.165
162 H 31.322 -13.631 22.600
163 H 31.069 -16.141 22.394
164 H 28.773 -17.048 21.818
165 H 26.977 -15.556 21.452
166 F 21.818 -8.173 14.151
167 C 21.376 -9.367 14.511
168 C 20.031 -9.533 14.773
169 C 19.589 -10.820 15.160
170 C 20.491 -11.873 15.201
171 C 21.838 -11.663 15.034
172 C 22.325 -10.373 14.722
173 H 19.419 -8.658 14.609
174 H 18.572 -11.091 15.398
175 H 20.199 -12.895 15.393
176 H 22.596 -12.432 15.039
177 H 23.391 -10.208 14.669

As for the HOMO energy: -8.79 eV. Its lowest unoccupied orbital energy is 0.0 eV. As for the largest force on an atom: 4.8 eV/A. The value obtained for the total energy is -268370.459 eV.


Q: Among the records above, which one has the lowest HOMO energy?
A: C78H65N13O26